This record from the OMol25 dataset describes a structure of composition C28H24N2O2PdS3 at a distorted geometry. The level of theory is ωB97M-V/def2-TZVPD.

Results
HOMO, eV: 0.45
Lowest unoccupied orbital energy, eV: 4.4044
Frontier orbital gap, Eh: 0.1452
Total charge: -2
ΔE to the lowest compared entry with this formula, charge and spin, eV: 0.2954

Cartesian coordinates (Å):
Pd: -0.168 0.134 -0.423
C: 0.609 -2.380 2.555
C: 0.796 -0.945 2.135
N: -0.199 -0.172 1.901
N: -1.416 -0.664 2.340
C: -2.396 -0.718 1.508
S: -2.455 -0.574 -0.198
S: -4.018 -1.075 2.220
C: -3.673 -1.185 3.998
C: -3.397 -2.570 4.516
C: -2.479 -3.403 3.879
C: -2.199 -4.662 4.385
C: -2.839 -5.122 5.531
C: -3.761 -4.306 6.168
C: -4.033 -3.040 5.661
C: 2.180 -0.418 1.980
C: 2.940 -0.232 3.124
C: 4.263 0.210 3.083
C: 4.826 0.454 1.829
C: 4.093 0.287 0.671
C: 2.722 -0.133 0.674
O: 2.031 -0.191 -0.388
H: 0.035 -2.915 1.793
H: 1.573 -2.872 2.681
H: 0.040 -2.439 3.487
H: -2.802 -0.546 4.157
H: -4.530 -0.756 4.521
H: -1.983 -3.041 2.987
H: -1.474 -5.290 3.881
H: -2.620 -6.109 5.922
H: -4.273 -4.652 7.059
H: -4.755 -2.404 6.164
H: 2.478 -0.440 4.087
H: 4.830 0.357 3.995
H: 5.854 0.802 1.760
H: 4.527 0.514 -0.297
O: 0.825 2.741 -3.384
S: 0.610 4.047 -2.739
C: 1.266 4.045 -1.059
C: 1.166 2.972 -0.178
C: 1.683 3.137 1.102
C: 2.285 4.325 1.492
C: 2.380 5.383 0.602
C: 1.871 5.238 -0.679
C: -1.125 4.146 -2.246
C: -1.825 2.964 -2.056
C: -3.151 3.031 -1.648
C: -3.762 4.264 -1.458
C: -3.052 5.440 -1.666
C: -1.724 5.383 -2.063
H: 0.657 1.993 -0.361
H: 1.609 2.309 1.791
H: 2.690 4.419 2.493
H: 2.858 6.311 0.897
H: 1.950 6.047 -1.398
H: -1.323 2.004 -2.182
H: -3.682 2.109 -1.455
H: -4.795 4.310 -1.133
H: -3.531 6.400 -1.514
H: -1.153 6.292 -2.223


This record from the OMol25 dataset describes a cluster of 2 separate species, C4H11NO in total at a distorted geometry. The level of theory is ωB97M-V/def2-TZVPD.

Results
HOMO, eV: -9.15
Lowest unoccupied orbital energy, eV: 1.1307
Structure (SMILES): C=CON.CC
Frontier orbital gap, Eh: 0.3780
ΔE to the lowest compared entry with this formula, charge and spin, eV: 4.3741

Cartesian coordinates (Å):
C: -1.423 0.645 -0.396
C: -0.840 2.028 -0.196
C: 0.369 -1.391 0.412
C: -0.204 -2.491 -0.075
H: -1.971 0.303 0.483
H: -2.083 0.592 -1.263
H: 0.458 -1.182 1.469
H: -0.220 2.307 -1.051
H: -0.204 2.046 0.692
H: -1.640 2.764 -0.074
H: -0.308 -2.644 -1.142
H: -0.636 -3.219 0.600
N: 2.252 0.102 0.662
O: 1.517 -0.655 -0.314
H: -0.497 -0.017 -0.629
H: 3.204 -0.238 0.537
H: 2.227 1.049 0.285


This record from the OMol25 dataset describes a structure of composition C27H29N7O4S2Sc at a distorted geometry. The level of theory is ωB97M-V/def2-TZVPD.

Results
HOMO, eV: -10.08
Lowest unoccupied orbital energy, eV: -3.8068
Frontier orbital gap, Eh: 0.2304
Total charge: +1
ΔE to the lowest compared entry with this formula, charge and spin, eV: 0.4888

Cartesian coordinates (Å):
Sc: 0.049 0.781 -0.043
C: -1.002 3.519 1.842
C: 0.458 3.197 2.207
N: 0.653 1.743 2.349
C: 0.221 1.285 3.676
C: -0.524 -0.045 3.680
S: -1.765 -0.267 2.351
C: -2.917 1.155 2.524
C: -2.895 2.071 1.298
N: -1.547 2.505 0.916
H: -1.612 3.559 2.748
H: -1.031 4.512 1.383
H: 1.115 3.550 1.411
H: 0.738 3.722 3.130
H: 1.651 1.563 2.247
H: 1.072 1.184 4.361
H: -0.436 2.046 4.099
H: 0.155 -0.880 3.508
H: -1.014 -0.182 4.646
H: -3.917 0.734 2.636
H: -2.659 1.674 3.444
H: -3.322 1.532 0.448
H: -3.543 2.935 1.508
H: -1.624 2.964 -0.001
O: -0.938 -7.031 0.093
N: -1.309 -6.110 -0.593
O: -2.094 -6.193 -1.506
C: -0.744 -4.805 -0.268
C: 0.382 -4.820 0.497
C: 1.022 -3.620 0.890
C: 2.190 -3.613 1.671
C: 2.749 -2.410 2.022
C: 2.147 -1.233 1.571
N: 1.032 -1.201 0.860
C: 0.459 -2.376 0.517
C: -0.767 -2.357 -0.244
N: -1.327 -1.152 -0.481
C: -2.474 -1.110 -1.141
C: -3.067 -2.243 -1.700
C: -2.508 -3.477 -1.481
C: -1.353 -3.574 -0.681
H: 0.801 -5.767 0.805
H: 2.628 -4.548 1.990
H: 3.634 -2.368 2.637
H: 2.604 -0.278 1.799
H: -2.933 -0.139 -1.276
H: -3.949 -2.138 -2.308
H: -2.954 -4.361 -1.909
S: -1.344 1.412 -2.426
C: -0.095 0.404 -3.019
C: 0.098 0.180 -4.392
C: 1.118 -0.646 -4.795
C: 1.935 -1.237 -3.827
C: 1.681 -0.970 -2.498
N: 0.691 -0.171 -2.079
H: -0.564 0.659 -5.096
H: 1.282 -0.833 -5.846
H: 2.746 -1.886 -4.115
H: 2.298 -1.399 -1.715
O: 2.409 1.187 -0.274
C: 2.042 2.199 -0.899
C: 2.822 3.039 -1.881
C: 1.815 4.118 -2.277
C: 0.590 3.824 -1.422
O: -0.408 4.492 -1.306
N: 0.802 2.654 -0.720
H: 3.140 2.412 -2.715
H: 3.718 3.441 -1.408
H: 1.520 4.057 -3.325
H: 2.170 5.132 -2.098


This record from the OMol25 dataset describes a structure of composition C3H38CrO20P at a distorted geometry. The level of theory is ωB97M-V/def2-TZVPD.

Results
HOMO (alpha / beta), eV: -9.82 / -9.82
2S+1: 4
Lowest unoccupied orbital energy (alpha / beta), eV: -1.6342 / -1.5076
<S²>: 3.795
Frontier orbital gap (alpha / beta), Eh: 0.3008 / 0.3055

Cartesian coordinates (Å):
Cr: 1.195 -1.426 -0.271
P: 0.784 0.938 -0.633
O: 0.612 2.364 -0.860
O: -0.366 -0.144 -0.447
O: 1.563 0.334 0.589
O: 1.574 -0.016 -1.639
O: 4.147 0.939 -1.726
H: 3.253 0.548 -1.806
H: 4.041 1.608 -1.014
O: -0.909 3.022 1.323
H: -0.556 2.438 2.030
H: -0.321 2.848 0.544
O: 3.305 1.554 2.416
H: 4.044 0.972 2.223
H: 2.584 1.262 1.808
O: 2.242 3.248 -3.972
H: 1.632 3.634 -3.333
H: 2.007 2.303 -4.034
O: 2.093 -2.696 -1.900
H: 2.965 -3.103 -1.985
H: 1.633 -2.880 -2.733
O: 3.126 -1.908 0.493
H: 3.413 -2.811 0.692
H: 3.864 -1.329 0.740
O: -1.360 2.030 -2.972
H: -0.784 2.103 -2.191
H: -0.763 1.800 -3.699
O: -2.269 -1.099 -2.129
H: -1.725 -0.583 -1.493
H: -3.037 -0.544 -2.308
O: -0.483 -2.739 -0.890
H: -0.696 -3.680 -0.912
H: -1.255 -2.282 -1.330
O: 0.582 -1.954 1.608
H: -0.443 -1.927 1.783
H: 0.988 -2.273 2.421
O: 3.302 3.253 -0.187
H: 2.367 3.120 -0.441
H: 3.278 3.339 0.777
O: 1.702 0.357 -4.355
H: 2.398 -0.217 -4.695
H: 1.738 0.218 -3.360
O: 0.056 1.062 3.091
H: 0.587 1.045 3.897
H: 0.612 0.631 2.414
O: 0.321 5.107 -1.230
H: 0.288 4.145 -1.091
H: 0.138 5.482 -0.360
O: -2.776 0.694 0.739
H: -1.897 0.638 0.282
H: -2.722 1.513 1.256
C: -3.334 -3.603 3.220
C: -3.564 -2.649 2.063
C: -4.937 -1.986 2.110
O: -2.512 -1.660 2.111
H: -3.076 -3.029 4.111
H: -2.447 -4.210 3.008
H: -4.192 -4.251 3.369
H: -3.460 -3.171 1.100
H: -5.181 -1.669 3.123
H: -5.657 -2.691 1.693
H: -4.966 -1.099 1.473
H: -2.747 -0.919 1.491


This record from the OMol25 dataset describes a cluster of 2 separate species, C6H12N2O in total at a distorted geometry. The level of theory is ωB97M-V/def2-TZVPD.

Results
HOMO, eV: -9.12
Lowest unoccupied orbital energy, eV: 0.9822
Structure (SMILES): C1=CCCCC1.[H]/N=N\O
Frontier orbital gap, Eh: 0.3713
ΔE to the lowest compared entry with this formula, charge and spin, eV: 3.0911

Cartesian coordinates (Å):
C: 0.940 -0.256 -1.352
C: -0.533 -0.360 -1.734
C: 1.279 -1.332 -0.327
C: -1.387 -0.362 -0.503
C: 0.484 -1.123 0.961
C: -0.916 -0.655 0.701
N: 0.503 2.216 2.265
N: 0.010 1.762 1.274
O: -1.081 2.428 0.722
H: 1.569 -0.366 -2.237
H: 1.132 0.728 -0.915
H: -0.819 0.470 -2.385
H: -0.707 -1.281 -2.301
H: 1.046 -2.310 -0.753
H: 2.349 -1.311 -0.108
H: -1.375 1.861 -0.014
H: -2.432 -0.108 -0.636
H: 0.434 -2.059 1.522
H: 0.985 -0.389 1.594
H: -1.571 -0.629 1.562
H: 0.090 3.074 2.663


This record from the OMol25 dataset describes a cluster of 3 separate species, C29H66IN2O5Si in total. The level of theory is ωB97M-V/def2-TZVPD.

Results
HOMO, eV: -10.72
Lowest unoccupied orbital energy, eV: -2.4483
Frontier orbital gap, Eh: 0.3039
Total charge: +1

Cartesian coordinates (Å):
C: 8.128 -0.715 -0.543
N: 7.381 -1.918 -0.134
C: 6.464 -2.409 -1.113
N: 5.319 -1.467 -1.316
C: 4.264 -2.044 -2.252
C: 2.900 -1.576 -1.689
I: 1.733 -0.857 -3.345
C: 2.257 -2.797 -0.981
C: 1.264 -2.627 0.173
C: -0.189 -2.244 -0.133
C: -0.805 -2.936 -1.349
C: -2.330 -3.064 -1.264
C: -3.054 -1.786 -0.844
C: -3.050 -0.700 -1.938
C: -4.412 -0.037 -2.155
C: -4.622 1.142 -1.226
O: -5.989 1.487 -1.257
C: -6.315 2.718 -0.642
C: 3.326 -0.390 -0.805
C: 2.304 0.347 0.058
C: 2.266 1.822 -0.328
O: 3.505 2.427 -0.022
Si: 4.085 3.691 -0.941
C: 4.777 3.035 -2.572
C: 2.733 4.926 -1.308
C: 5.453 4.447 0.071
C: 4.551 -0.960 -0.104
O: 5.301 -0.031 0.574
H: 9.199 -0.880 -0.439
H: 7.951 -0.457 -1.595
H: 7.847 0.140 0.066
H: 8.037 -2.661 0.076
H: 6.024 -3.345 -0.767
H: 6.895 -2.572 -2.112
H: 5.661 -0.617 -1.772
H: 4.362 -3.127 -2.255
H: 4.487 -1.685 -3.254
H: 1.831 -3.446 -1.750
H: 3.103 -3.358 -0.565
H: 1.229 -3.596 0.679
H: 1.691 -1.938 0.905
H: -0.778 -2.530 0.743
H: -0.308 -1.159 -0.217
H: -0.560 -2.384 -2.256
H: -0.377 -3.937 -1.464
H: -2.597 -3.881 -0.588
H: -2.704 -3.345 -2.253
H: -2.620 -1.383 0.076
H: -4.085 -2.043 -0.593
H: -2.321 0.080 -1.683
H: -2.708 -1.132 -2.882
H: -5.215 -0.756 -1.978
H: -4.521 0.306 -3.186
H: -4.007 1.995 -1.543
H: -4.328 0.874 -0.198
H: -6.912 3.317 -1.331
H: -5.420 3.286 -0.369
H: -6.899 2.545 0.267
H: 3.726 0.358 -1.503
H: 1.298 -0.047 -0.072
H: 2.578 0.261 1.113
H: 2.052 1.852 -1.409
H: 1.444 2.330 0.183
H: 4.313 3.525 -3.428
H: 4.620 1.960 -2.705
H: 5.853 3.213 -2.618
H: 1.946 4.926 -0.553
H: 2.269 4.746 -2.279
H: 3.172 5.927 -1.338
H: 6.272 4.781 -0.568
H: 5.850 3.705 0.767
H: 5.097 5.302 0.647
H: 4.301 -1.836 0.503
H: 5.525 -0.350 1.465
C: -1.383 1.572 4.312
C: -0.217 0.641 4.034
O: 0.699 1.133 3.065
C: 1.335 2.362 3.379
C: 2.160 2.334 4.653
H: -1.923 1.797 3.392
H: -2.073 1.096 5.010
H: -1.062 2.513 4.759
H: -0.583 -0.296 3.615
H: 0.305 0.394 4.965
H: 0.604 3.177 3.418
H: 1.988 2.559 2.526
H: 1.545 2.172 5.539
H: 2.671 3.289 4.778
H: 2.910 1.543 4.611
C: -7.553 -0.561 1.732
C: -7.467 -0.981 0.275
O: -7.479 -2.386 0.077
C: -8.635 -3.069 0.531
C: -9.925 -2.616 -0.130
H: -6.744 -1.012 2.310
H: -7.469 0.525 1.806
H: -8.499 -0.849 2.192
H: -6.522 -0.647 -0.150
H: -8.257 -0.498 -0.310
H: -8.722 -2.999 1.621
H: -8.446 -4.117 0.294
H: -10.167 -1.580 0.108
H: -10.753 -3.235 0.219
H: -9.855 -2.711 -1.214


This record from the OMol25 dataset describes a structure of composition C7H21IOP2Ru at a distorted geometry. The level of theory is ωB97M-V/def2-TZVPD.

Results
HOMO (alpha / beta), eV: -15.81 / -17.86
2S+1: 5
Lowest unoccupied orbital energy (alpha / beta), eV: -6.6707 / -11.7349
<S²>: 6.014
Frontier orbital gap (alpha / beta), Eh: 0.3358 / 0.2251
Total charge: +2

Cartesian coordinates (Å):
Ru: -0.259 0.088 0.557
H: 2.801 -0.546 -1.222
H: 2.509 -1.233 -1.186
P: 0.489 2.123 -0.116
P: -0.933 -2.006 -0.019
C: -0.830 -2.968 1.538
H: -1.369 -3.920 1.439
H: 0.230 -3.158 1.761
H: -1.269 -2.376 2.353
C: -2.692 -2.026 -0.497
H: -2.778 -1.568 -1.492
H: -3.081 -3.055 -0.532
H: -3.262 -1.427 0.228
C: -0.073 -3.033 -1.244
H: 0.964 -3.173 -0.916
H: -0.554 -4.014 -1.368
H: -0.074 -2.504 -2.205
C: -0.897 3.262 -0.404
H: -0.549 4.302 -0.482
H: -1.389 2.971 -1.341
H: -1.625 3.165 0.412
C: 1.350 2.792 1.353
H: 2.307 2.270 1.474
H: 1.532 3.869 1.251
H: 0.745 2.609 2.248
C: 1.667 2.415 -1.460
H: 1.245 1.985 -2.376
H: 1.870 3.484 -1.610
H: 2.596 1.885 -1.223
C: 1.169 -0.394 1.601
O: 2.070 -0.695 2.289
H: 0.357 0.122 -0.928
I: -2.268 0.753 2.114


This record from the OMol25 dataset describes the molecule C23H24ClN3O3. The level of theory is ωB97M-V/def2-TZVPD.

Results
HOMO, eV: -8.07
Lowest unoccupied orbital energy, eV: 0.1678
Structure (SMILES): Cc1cccc(N2CCN(C(=O)Cc3c(C(=O)O)[nH]c4ccc(Cl)cc34)CC2)c1C
Frontier orbital gap, Eh: 0.3027
ΔE to the lowest compared entry with this formula, charge and spin, eV: 0.0000

Cartesian coordinates (Å):
C: -7.900 -1.384 1.317
C: -6.878 -0.458 0.727
C: -7.195 0.878 0.525
C: -6.275 1.743 -0.035
C: -5.015 1.286 -0.371
C: -4.669 -0.045 -0.163
C: -5.617 -0.933 0.364
C: -5.295 -2.392 0.502
H: -4.421 -2.637 -0.094
H: -6.132 -2.997 0.157
H: -5.101 -2.660 1.541
N: -3.395 -0.547 -0.508
C: -2.498 -0.819 0.602
H: -2.022 0.110 0.957
C: -1.403 -1.773 0.114
N: -0.693 -1.159 -0.984
C: 0.500 -0.527 -0.924
O: 0.947 0.093 -1.869
C: 1.294 -0.686 0.382
C: 2.417 0.285 0.380
C: 2.259 1.658 0.328
N: 3.491 2.264 0.258
C: 4.453 1.308 0.251
C: 5.839 1.418 0.189
C: 6.580 0.260 0.200
C: 5.950 -0.991 0.273
C: 4.584 -1.126 0.336
C: 3.813 0.040 0.326
H: 4.125 -2.100 0.388
Cl: 6.946 -2.408 0.283
H: 7.656 0.300 0.151
H: 6.320 2.383 0.130
H: 3.624 3.258 0.177
C: 1.020 2.412 0.335
O: -0.088 1.950 0.483
O: 1.224 3.738 0.176
H: 0.371 4.197 0.166
H: 1.664 -1.709 0.460
H: 0.635 -0.465 1.223
C: -1.589 -0.841 -2.080
H: -2.042 -1.766 -2.448
C: -2.676 0.114 -1.579
H: -2.183 1.040 -1.242
H: -3.372 0.343 -2.388
H: -1.002 -0.375 -2.872
H: -1.868 -2.691 -0.264
H: -0.729 -2.039 0.925
H: -3.056 -1.265 1.425
H: -4.292 1.972 -0.785
H: -6.533 2.779 -0.198
H: -8.175 1.241 0.802
H: -8.775 -0.828 1.644
H: -7.490 -1.922 2.170
H: -8.221 -2.122 0.581